Here is a molecular structure, C13H25As2INi in a non-equilibrium geometry from the OMol25 dataset. Energies are from wB97M-V/def2-TZVPD.

```
! wB97M-V def2-TZVPD RIJCOSX def2/J DEFGRID3
* xyz 0 3
C 0.00330 -0.24816 -3.48642
C -1.06805 -1.28571 -3.10108
H -0.42589 0.71434 -3.76254
H 0.57319 -0.59477 -4.35585
H 0.78323 -0.11953 -2.71725
H -1.47970 -1.20016 -2.07522
H -1.95713 -1.14739 -3.72017
H -0.68282 -2.29603 -3.24512
Ni -0.14593 -0.36585 -1.29823
C -0.00123 -2.18608 -0.48746
H -0.84077 -2.76978 -0.89540
H 0.03366 -2.37532 0.59332
H 0.93020 -2.56045 -0.93581
I 0.00860 2.16657 -1.28871
C -3.12858 0.96148 0.38767
As -1.49953 -0.07617 0.57997
C -2.14653 -1.52476 1.73382
C -0.54160 0.92842 2.01177
C -1.23928 1.72271 2.91291
C -0.51184 2.47461 3.84779
C 0.88390 2.40524 3.88809
C 1.57390 1.58437 2.99293
C 0.85454 0.85588 2.05102
As 1.76833 -0.26925 0.71611
C 3.46297 0.68799 0.52529
C 2.33796 -1.60280 2.06502
H -3.62720 1.03327 1.35930
H -3.75633 0.40899 -0.32134
H -2.86134 1.94474 -0.00965
H -1.43998 -1.66005 2.55961
H -3.12644 -1.21969 2.11261
H -2.22210 -2.43336 1.13007
H -2.32860 1.77559 2.87658
H -1.04838 3.11478 4.55095
H 1.44620 2.99386 4.62000
H 2.65056 1.50705 3.04227
H 3.82962 1.02707 1.50262
H 4.15677 -0.03348 0.07033
H 3.27412 1.52977 -0.15114
H 2.37634 -1.11473 3.04915
H 1.60835 -2.42104 2.06891
H 3.32836 -1.96600 1.75810
*
```

HOMO level (spin up / spin down)	-6.39 / -7.82	eV
gap between HOMO and LUMO (spin up / spin down)	7.049 / 8.258	eV